Molecular formula: C7H10N2
Method: DFT, ωB97M-V/def2-TZVPD

## Properties
HOMO level in eV: -8.699
ΔE to the lowest compared entry with this formula, charge and spin in eV: 5.8131
LUMO energy in eV: 0.63
Orbital gap in eV: 9.33
DFT total energy in Eh: -382.03853

Last column: Löwdin charge in e.
Atoms and positions in Å:
N1 1.764 1.541 -0.381  -0.04
C1 1.051 0.084 -0.773  -0.25
C2 1.691 -1.106 0.005  -0.23
N2 1.024 -0.622 1.248  0.02
C3 -0.135 -0.149 0.204  -0.38
C4 -0.953 1.178 0.590  -0.01
C5 -2.142 0.831 0.271  -0.13
C6 -2.348 -0.506 -0.375  -0.04
C7 -1.181 -1.058 -0.308  -0.09
H1 1.057 2.319 -0.723  0.08
H2 2.087 1.474 0.671  0.09
H3 0.880 0.151 -1.960  0.17
H4 2.890 -1.148 0.067  0.14
H5 1.146 -2.085 -0.570  0.15
H6 0.756 -1.477 1.844  0.12
H7 -0.481 2.195 0.823  0.13
H8 -2.991 1.353 0.472  0.07
H9 -3.349 -1.040 -0.419  0.13
H10 -0.764 -1.937 -0.687  0.08